Record 1
# C26H41BFN13

A 14-piece molecular cluster, C26H41BFN13 overall (ωB97M-V/def2-TZVPD, the Open Molecules 2025 dataset).

Output
Molar mass   565.52 g/mol
HOMO-LUMO gap   11.11 eV
Charge   0
Maximum force   2.849 eV/A
LUMO level   0.08 eV

Atoms and positions in Å:
B 4.79584 4.86560 -5.30381
F 5.41983 4.88778 -4.02769
H 4.04904 4.01525 -5.61994
H 4.98264 5.76767 -6.04323
C 4.73212 5.17611 -0.87378
C 4.40772 4.31410 0.29918
N 4.15630 3.63914 1.21097
H 3.85340 5.75284 -1.16335
H 5.54015 5.86078 -0.61734
H 5.04419 4.55640 -1.71556
C 6.58637 1.25765 -6.99941
C 5.45016 2.14237 -7.38740
N 4.56361 2.83254 -7.69056
H 7.53279 1.74414 -7.23645
H 6.54870 1.05513 -5.92993
H 6.52539 0.31474 -7.54299
C 2.58332 1.98686 3.88576
C 2.10130 0.77168 4.60274
N 1.73200 -0.17919 5.16581
H 3.12334 2.63459 4.57642
H 3.25010 1.69854 3.07330
H 1.73480 2.53381 3.47311
C -1.70694 -0.10137 4.13248
C -1.46505 1.31993 3.76410
N -1.26077 2.42816 3.47840
H -2.73173 -0.22610 4.48387
H -1.54752 -0.74288 3.26555
H -1.01939 -0.39815 4.92545
C 6.01193 -2.56750 -4.48545
C 7.04707 -1.56294 -4.86189
N 7.85206 -0.77829 -5.15448
H 6.22381 -2.96219 -3.49163
H 5.02715 -2.09954 -4.48128
H 6.01444 -3.38790 -5.20338
C -5.23307 -0.66902 2.05576
C -4.28619 -1.81558 2.17138
N -3.54728 -2.70819 2.26218
H -5.10651 -0.17901 1.09069
H -6.25938 -1.02576 2.14117
H -5.03928 0.05314 2.84990
C -8.74289 -1.79760 -0.44990
C -8.22001 -0.47183 -0.01463
N -7.81185 0.56294 0.32525
H -8.28522 -2.08365 -1.39733
H -8.50926 -2.55217 0.30257
H -9.82412 -1.74540 -0.57789
C -8.25015 2.83661 -2.73813
C -8.56940 1.65961 -3.59590
N -8.81822 0.74099 -4.26273
H -7.18076 3.04433 -2.77677
H -8.79559 3.71246 -3.09026
H -8.53539 2.62961 -1.70613
C -3.00295 -5.51823 3.51671
C -3.46095 -6.73895 4.24147
N -3.81774 -7.69040 4.80659
H -2.46633 -4.86083 4.20051
H -2.33928 -5.80007 2.69915
H -3.86051 -4.98471 3.11042
C -3.04260 -10.30380 3.03204
C -2.09408 -11.44911 3.14759
N -1.35482 -12.34129 3.23748
H -2.91717 -9.81568 2.06510
H -4.06831 -10.66200 3.12000
H -2.84969 -9.58091 3.82347
C 6.64758 1.91465 -1.12153
C 6.38080 1.82058 -2.58448
N 6.16905 1.74938 -3.72372
H 5.70976 1.84721 -0.56888
H 7.30432 1.10204 -0.81016
H 7.12761 2.86768 -0.89344
C 8.86573 7.31292 -0.82742
C 8.37842 6.10068 -0.10890
N 7.99881 5.15577 0.45152
H 9.40889 7.95848 -0.13706
H 9.53075 7.01876 -1.63952
H 8.01990 7.86314 -1.24037
C -8.62523 -1.22544 4.46157
C -8.94347 -2.39893 3.59788
N -9.19153 -3.31419 2.92564
H -7.55552 -1.01832 4.42515
H -9.17062 -0.34916 4.11039
H -8.91289 -1.43591 5.49181

Record 2
# C26H41ClF11IN5O5S

A 2-piece molecular cluster, C26H41ClF11IN5O5S overall (ωB97M-V/def2-TZVPD, the Open Molecules 2025 dataset).

Output
Molar mass   907.05 g/mol
Energy above the lowest of the compared OMol25 structures with the same formula, charge and spin   0.000 eV
HOMO-LUMO gap   8.35 eV
Charge   +1
Maximum force   1.129 eV/A
LUMO level   -3.45 eV

Atoms and positions in Å:
C 3.62341 0.83389 -0.86557
C 2.63323 1.27010 0.22618
C 1.65570 0.14285 0.68640
C 2.04430 -0.18066 2.14916
C 0.12432 0.33449 0.28844
I 0.24548 1.01740 -1.81590
C -0.60857 -1.04882 0.25540
C -0.72839 -1.87725 -1.01562
C 0.54316 -2.40082 -1.71212
O 0.27801 -3.75926 -1.96862
C 1.10550 -4.32351 -2.95873
C 0.62583 -5.75669 -3.16117
F 0.33440 -6.35597 -2.00083
F -0.51227 -5.71922 -3.89178
C 1.62293 -6.65389 -3.94071
F 2.14956 -5.90820 -4.94179
F 0.95592 -7.66714 -4.47844
C 2.78924 -7.24318 -3.10637
F 3.24278 -6.29276 -2.25626
F 2.33551 -8.26551 -2.39118
C 3.98287 -7.69277 -3.96414
F 3.56729 -8.58203 -4.87326
F 4.86854 -8.28693 -3.15331
O -0.12155 -1.80303 1.37367
C 0.60913 -2.86585 1.20376
N 1.24327 -3.81212 1.12893
N -2.09946 -0.71701 0.71599
S -2.67089 -2.02377 1.89538
O -2.37493 -3.22033 1.18856
O -2.24313 -1.71499 3.20590
C -4.57351 -1.96551 1.90188
F -5.00377 -1.19306 2.88083
F -5.03538 -1.53834 0.72687
F -4.92241 -3.22333 2.10399
C -2.28772 0.81893 0.95742
C -3.18158 1.11465 2.17223
N -4.59069 1.30121 1.81704
C -2.88679 1.51319 -0.28916
C -3.93886 0.80721 -1.17350
N -5.16968 1.57573 -1.30105
C -0.79279 1.27486 1.16842
Cl -0.43337 0.89586 2.90979
C -0.48062 2.76512 0.98663
C -1.19306 3.81280 1.84127
C -0.73156 5.21299 1.41674
N -1.35531 6.21604 2.28520
H 4.17112 1.69644 -1.25049
H 3.14650 0.30452 -1.69130
H 4.36231 0.14786 -0.43332
H 2.13791 2.20503 -0.03520
H 3.24494 1.53202 1.09589
H 1.95892 -0.74361 0.11263
H 1.37031 -0.83190 2.69317
H 2.15587 0.73552 2.73352
H 3.02872 -0.65828 2.10335
H -1.32074 -1.31364 -1.74343
H -1.31270 -2.76604 -0.76539
H 0.71992 -1.84683 -2.64441
H 1.44407 -2.28511 -1.09981
H 2.15856 -4.30721 -2.66016
H 0.99230 -3.80405 -3.91932
H 4.46665 -6.84649 -4.45629
H -2.68024 -0.91984 -0.10925
H -3.03098 0.38754 2.97309
H -2.83300 2.06492 2.57646
H -4.97320 0.55733 1.25313
H -5.14988 1.37718 2.65803
H -3.33837 2.44713 0.05533
H -2.08293 1.80445 -0.94320
H -4.13774 -0.22443 -0.84219
H -3.52320 0.70715 -2.18249
H -5.90599 1.30317 -0.66602
H -5.52544 1.55063 -2.24604
H 0.59528 2.85213 1.18570
H -0.60906 3.05365 -0.06008
H -2.27874 3.78321 1.68951
H -0.97015 3.69515 2.90383
H 0.35923 5.28705 1.49199
H -0.97339 5.36208 0.35274
H -0.81814 7.07680 2.25790
H -2.26477 6.47272 1.91243
C 2.94122 6.99238 0.80095
C 3.27305 5.59804 1.26892
O 2.82752 4.61822 0.71134
C 4.18676 5.48422 2.46209
H 2.27992 6.94691 -0.06109
H 2.46047 7.55247 1.60521
H 3.85528 7.52331 0.53117
H 3.74570 5.99263 3.32116
H 5.14226 5.96554 2.24809
H 4.35328 4.43737 2.70371

Record 3
# C26H41F4Si4

A 2-piece molecular cluster, C26H41F4Si4 overall (ωB97M-V/def2-TZVPD, the Open Molecules 2025 dataset).

Output
Molar mass   541.95 g/mol
Energy above the lowest of the compared OMol25 structures with the same formula, charge and spin   0.506 eV
HOMO-LUMO gap   3.30 eV
Charge   +1
Maximum force   1.962 eV/A
LUMO level   -6.80 eV

Atoms and positions in Å:
C -2.79302 -0.94963 1.65300
Si -1.30061 -1.46870 0.61668
C -1.04011 -3.31177 0.89724
C -1.68814 -1.06026 -1.18108
Si 0.73285 -0.46717 1.19713
Si 1.31054 1.18635 -0.35956
C -0.11294 2.38618 -0.68120
C 2.80419 2.11759 0.30650
C 1.76253 0.35116 -1.97985
Si 0.14976 0.82056 3.07543
C -1.21207 2.09340 2.78102
C -0.41154 -0.35599 4.43358
C 1.65506 1.75082 3.71307
C 2.14230 -1.70568 1.71366
C 2.89551 -2.52633 0.67248
C 4.36569 -2.68185 0.92349
C 2.33873 -3.15018 -0.39203
H -3.64004 -1.55830 1.30144
H -2.67039 -1.14418 2.72442
H -3.06424 0.10380 1.51693
H -2.00685 -3.80744 0.72679
H -0.30608 -3.75496 0.21562
H -0.72552 -3.52945 1.92698
H -2.55592 -1.67492 -1.46096
H -1.96127 -0.00737 -1.32596
H -0.86881 -1.30379 -1.86733
H 0.20127 3.03123 -1.51448
H -1.04282 1.88784 -0.97887
H -0.32814 3.03321 0.17591
H 3.25135 2.66342 -0.53694
H 2.54389 2.84563 1.08371
H 3.56670 1.43754 0.70929
H 2.02211 1.14461 -2.69738
H 2.63368 -0.30646 -1.85983
H 0.94133 -0.23793 -2.40499
H -1.42253 2.54989 3.75996
H -0.90583 2.89686 2.10140
H -2.14884 1.66504 2.40842
H -0.63384 0.25962 5.31845
H -1.31024 -0.93058 4.18339
H 0.38564 -1.06206 4.70420
H 1.38893 2.13894 4.70820
H 2.52824 1.09539 3.82958
H 1.93855 2.60091 3.08107
H 2.88657 -1.08932 2.24078
H 1.68617 -2.38623 2.45519
H 4.61106 -2.41346 1.95616
H 4.66476 -3.72274 0.77971
H 4.98246 -2.07272 0.24620
H 2.93490 -3.84533 -0.97775
H 1.30011 -3.00896 -0.69319
F 1.86906 -6.50966 4.77467
C 3.01855 -6.12670 4.11697
C 3.89059 -5.25977 4.77621
C 5.03206 -4.87653 4.06781
F 5.93962 -4.04189 4.68997
C 5.25650 -5.23762 2.75607
C 4.27046 -5.99711 2.04437
C 4.41433 -6.11754 0.64598
C 3.72363 -6.98069 -0.23752
C 4.45193 -7.46857 -1.36686
C 3.86298 -8.37841 -2.22255
F 4.58522 -8.82326 -3.31114
C 2.55703 -8.84545 -2.05965
C 1.85217 -8.34781 -0.95789
F 0.56985 -8.80610 -0.74849
C 2.36607 -7.40066 -0.08075
C 3.20778 -6.56627 2.81494
H 3.69773 -4.90274 5.78342
H 6.15440 -4.90112 2.23032
H 5.29076 -5.62151 0.21642
H 5.47864 -7.12954 -1.50990
H 2.10887 -9.54568 -2.75571
H 1.74113 -6.97404 0.70450
H 2.53549 -7.29760 2.36945